[1]
2 unconnected molecules or ions with the total composition C3H8NOS at a distorted geometry. Source: the OMol25 dataset; level of theory: ωB97M-V with the def2-TZVPD basis set.

* E_LUMO (alpha / beta): -5.32 / -5.02 eV
* molecular weight: 106.2 g/mol
* ΔE to the lowest compared entry with this formula, charge and spin: 115.0 kcal per mole
* highest occupied orbital energy (alpha / beta): -12.767 / -12.993 eV
* E_tot: -17601.4445 eV
* orbital gap (alpha / beta): 7.45 / 7.97 eV

```
! wB97M-V def2-TZVPD RIJCOSX def2/J DEFGRID3
* xyz 1 1
H -3.2076 0.5119 0.8916
H 1.1989 -2.5045 0.8261
C -0.7868 -0.0374 0.4640
H 0.0854 2.2958 1.0984
C 1.3319 -0.5895 -0.5261
S -2.5501 -0.0099 -0.2048
O -0.4130 -1.3160 0.6853
H -0.3832 0.0684 -1.5223
H 1.6084 -0.9911 -1.4500
H 2.1628 -0.1867 -0.0763
H 0.5008 1.2959 -0.8212
N 0.1872 0.2928 -0.6960
H -0.4805 2.7737 0.9936
C 0.7459 -1.6035 0.3379
*
```

[2]
2 unconnected molecules or ions with the total composition C5H13NO at a distorted geometry. Source: the OMol25 dataset; level of theory: ωB97M-V with the def2-TZVPD basis set.

* E_LUMO (alpha / beta): -3.46 / -7.03 eV
* molecular weight: 103.2 g/mol
* ΔE to the lowest compared entry with this formula, charge and spin: 19.2 kcal per mole
* highest occupied orbital energy (alpha / beta): -14.283 / -14.512 eV
* E_tot: -8924.9191 eV
* orbital gap (alpha / beta): 10.82 / 7.49 eV

```
! wB97M-V def2-TZVPD RIJCOSX def2/J DEFGRID3
* xyz 1 2
H 1.6585 2.3197 -3.3958
C -0.8927 1.5359 1.2767
H -0.5828 2.5524 1.0277
C -0.4737 -0.7509 0.3060
H -2.5526 -1.3187 -0.2603
H -2.2987 -0.6571 1.3736
H 2.3015 -0.7116 -0.0783
H -0.6619 1.4527 2.3541
H 0.6050 3.2912 -2.8937
C -1.8677 -1.2895 0.5872
C -0.1333 0.5761 0.4245
H -1.9595 1.3531 1.1883
H 1.8915 -1.8453 1.1755
H 0.8404 0.9409 0.1038
H 2.2795 -2.5594 -0.3644
C 1.8156 -1.6814 0.0957
H -1.8179 -2.2560 1.0836
H 0.0802 -2.0734 -1.1312
N 0.4169 -1.6436 -0.2770
O 1.3518 2.7649 -2.5958
*
```

[3]
2 unconnected molecules or ions with the total composition C10H11NO2S at a distorted geometry. Source: the OMol25 dataset; level of theory: ωB97M-V with the def2-TZVPD basis set.

* E_LUMO: 0.43 eV
* molecular weight: 209.3 g/mol
* ΔE to the lowest compared entry with this formula, charge and spin: 31.6 kcal per mole
* highest occupied orbital energy: -8.266 eV
* E_tot: -26966.0143 eV
* orbital gap: 8.70 eV

```
! wB97M-V def2-TZVPD RIJCOSX def2/J DEFGRID3
* xyz 0 1
H -2.7925 -0.1265 -0.7256
C 0.2986 1.3641 -2.0609
H -0.1445 -1.6216 2.1564
C -0.1486 -2.1245 0.1582
C -0.0123 2.1491 0.2146
H -3.3184 -1.4600 -0.0332
C 2.3816 -0.8399 0.1652
N -0.5639 -1.5226 1.2393
H 0.1637 1.3844 -3.0432
S -1.1803 -1.8498 -1.1997
C -1.6997 -0.5754 1.2699
O 2.5118 -0.9265 1.4998
C -0.1685 2.2959 -1.1943
C 1.0929 0.2846 -1.6394
C 0.8303 1.1416 0.6322
H 1.3226 -0.3222 -2.4639
H -0.7927 3.0350 -1.7042
H -2.4712 -0.8039 1.9815
H 1.1564 0.8753 1.5577
H -0.3608 2.8705 1.0358
C -2.3980 -0.8893 -0.0974
O 3.0589 -1.5325 -0.5148
C 1.4071 0.1973 -0.2754
H -1.4286 0.4032 1.2079
H 3.2563 -1.4064 1.8332
*
```

[4]
2 unconnected molecules or ions with the total composition CH9N3PS at a distorted geometry. Source: the OMol25 dataset; level of theory: ωB97M-V with the def2-TZVPD basis set.

* E_LUMO (alpha / beta): -6.29 / -6.30 eV
* molecular weight: 126.1 g/mol
* ΔE to the lowest compared entry with this formula, charge and spin: 91.4 kcal per mole
* highest occupied orbital energy (alpha / beta): -12.987 / -12.989 eV
* E_tot: -25769.4719 eV
* orbital gap (alpha / beta): 6.69 / 6.69 eV

```
! wB97M-V def2-TZVPD RIJCOSX def2/J DEFGRID3
* xyz 1 1
N -0.3181 -0.9247 2.1838
H -1.2601 -0.4563 2.1376
H 2.5572 -1.1309 1.5798
H -0.7692 2.4422 -2.0921
S 0.0591 2.2146 0.0736
H 0.1358 -0.5198 3.0584
H -1.5875 -1.9296 0.3173
P 0.3691 -0.7684 0.6405
N -0.6437 -1.8651 -0.1145
H -0.6745 -1.7936 -1.1101
H 0.0260 3.8895 -1.4650
N 1.9784 -1.1669 0.6928
H 2.5421 -1.0463 -0.1181
C 0.1207 2.8273 -1.6200
H 1.1318 2.5940 -1.9096
*
```

[5]
A single C4H6NO2P molecule at a distorted geometry. Source: the OMol25 dataset; level of theory: ωB97M-V with the def2-TZVPD basis set.

* E_LUMO: -0.37 eV
* molecular weight: 131.1 g/mol
* ΔE to the lowest compared entry with this formula, charge and spin: 122.6 kcal per mole
* highest occupied orbital energy: -8.917 eV
* E_tot: -19114.3934 eV
* orbital gap: 8.54 eV

```
! wB97M-V def2-TZVPD RIJCOSX def2/J DEFGRID3
* xyz 0 1
C -0.9080 -0.1746 -1.4288
H -2.8541 -0.2014 -0.5528
H -1.2030 -0.2843 -2.4427
O 0.4816 1.5550 0.4909
H -0.4699 1.3350 2.0673
H -0.1010 -0.2072 1.7142
C -1.8497 0.0984 -0.5263
N 2.1343 -1.0461 0.7144
O -1.6888 0.7084 0.6378
C -0.4023 0.7236 1.1887
H 1.6152 -1.1309 -1.2242
C 1.8395 -0.4866 -0.3909
H 2.2060 -2.0657 0.6275
P 1.2004 1.1765 -0.8750
*
```

[6]
A gas-phase ion, C4H6NO (charge -1) at a distorted geometry. Source: the OMol25 dataset; level of theory: ωB97M-V with the def2-TZVPD basis set.

* E_LUMO: 4.21 eV
* molecular weight: 84.1 g/mol
* ΔE to the lowest compared entry with this formula, charge and spin: 68.4 kcal per mole
* highest occupied orbital energy: -1.132 eV
* E_tot: -7777.4680 eV
* orbital gap: 5.35 eV

```
! wB97M-V def2-TZVPD RIJCOSX def2/J DEFGRID3
* xyz -1 1
C 1.4593 0.5952 -0.1875
O -1.8798 1.0784 0.5654
N -1.2197 0.1576 -0.1636
H -0.3799 -1.5377 -0.5213
H -0.4430 -1.0990 1.3866
C -0.9366 -1.1707 0.4027
H -0.2481 1.8627 -1.0114
H 0.0431 0.3630 -1.8549
H 3.2229 0.1922 1.0554
H -1.8875 -1.6171 0.7039
C 2.3892 0.3979 0.5631
C -0.1198 0.7776 -0.9385
*
```